Entry 1:
# C20H48IO14PS3Si2

C20H48IO14PS3Si2 as an isolated structure in a non-equilibrium geometry (ωB97M-V/def2-TZVPD, the Open Molecules 2025 dataset).

```
89
Properties=species:S:1:pos:R:3:forces:R:3
O -0.90076 5.46201 -0.09397 0.10 0.04 0.08
C -1.55319 -3.04833 3.59263 1.03 -0.24 0.48
S 3.04442 0.32924 2.36622 -0.28 0.68 -0.16
H 0.03985 -0.71330 4.84632 0.12 -0.21 0.29
H -2.76101 5.83654 0.63964 -0.01 0.02 0.03
H 1.75298 -3.20522 3.64636 0.20 -0.04 -0.09
C -2.70227 2.53675 -0.87788 0.07 -0.02 -0.05
C 4.25202 -0.09721 3.59647 0.01 0.00 0.07
H 0.16589 -1.41071 2.59940 0.03 -0.37 0.00
O -0.45464 8.26832 0.67884 0.03 -0.05 -0.08
O 3.49915 1.50903 1.66495 0.54 0.06 -0.16
H 2.15170 -4.70038 -5.52213 0.00 0.02 -0.02
S 2.18604 -0.25693 -0.90775 0.22 0.24 -0.30
H -3.45951 2.94043 -0.20037 0.00 -0.02 0.02
H 1.39599 -3.64237 -2.81975 0.01 -0.03 -0.06
C 0.33580 5.10404 0.50272 -0.02 -0.05 -0.04
C 0.64314 -1.15758 -1.23764 -0.17 0.22 0.54
H -6.75032 3.83748 -2.20186 0.03 0.02 -0.04
H -2.45258 8.20412 1.05077 -0.02 -0.01 -0.03
C -1.72148 7.68558 0.42219 0.04 0.13 0.22
Si 2.95363 -1.23326 0.78997 -0.46 -0.35 -0.81
Si 2.39838 -3.57303 2.37553 -0.50 0.20 -0.06
O -1.83876 -1.90704 2.96838 0.29 -0.67 0.23
H 0.57371 -5.63544 -0.13840 -0.21 -0.05 -0.31
H 0.38458 7.53854 -1.08207 -0.01 0.00 -0.02
H -0.31843 0.80163 4.05762 0.14 0.20 -0.03
C -5.66128 1.37046 -1.73333 -0.13 -0.05 0.23
H 4.27729 -3.59383 -6.04916 -0.03 0.03 0.00
H 2.82514 -3.64277 -1.76128 0.00 -0.08 0.04
C 2.46281 -3.85871 -2.77409 0.02 0.06 -0.04
O -3.29127 1.82789 -1.95614 -0.04 0.05 0.09
C -0.33879 -1.17653 -0.08786 -0.32 -0.91 -0.18
C 2.82368 -5.51424 -5.80559 0.04 -0.03 0.00
H -3.25727 -3.64900 4.65975 -0.04 0.04 0.36
C -5.89987 3.71771 -1.52169 -0.02 -0.01 0.03
H 5.22545 0.23744 3.27566 0.28 -0.01 -0.24
C -1.74047 6.21432 0.76642 -0.14 -0.16 -0.20
H 3.86357 -3.57842 2.58296 0.12 0.05 -0.18
H -6.35979 0.56469 -1.48593 0.01 0.00 -0.03
O 0.44485 -5.22782 0.72056 0.24 0.27 0.03
S -2.47013 -5.67002 3.64330 -0.24 -0.48 -0.04
H -2.20985 -0.20469 1.45627 -0.22 -0.17 -0.35
H -1.13638 -5.63799 3.64066 0.12 0.22 0.08
H 0.16761 -0.61184 -2.04311 -0.03 0.20 -0.27
O 1.75642 0.44419 3.01632 0.02 -0.44 0.24
H 4.24504 -1.16247 3.78862 -0.05 -0.27 0.00
H 2.61545 -4.91862 -2.99309 0.04 -0.01 0.04
H 0.80739 -2.16639 -1.56752 0.12 -0.28 0.02
H 0.18693 4.33718 1.27023 0.03 0.02 0.03
O -5.95197 2.46072 -0.87328 0.05 0.06 -0.06
P 1.67490 -5.61653 1.73768 -0.34 -0.73 0.73
C -0.65530 -0.21352 4.19243 -0.21 -0.12 -0.16
C -2.78882 -3.90014 3.71696 0.27 0.08 -0.12
H -2.02561 1.87903 -0.32072 -0.01 0.06 0.07
H 0.97199 4.69390 -0.27896 -0.03 -0.03 -0.02
H -5.95832 4.48570 -0.75226 -0.03 -0.02 0.03
H 2.36110 -6.46314 -5.54047 0.04 -0.03 0.00
O 4.05883 -5.43522 -5.11830 -0.10 0.05 0.01
H 2.98241 -5.49131 -6.88895 -0.04 0.04 -0.01
H 1.32919 8.73168 -0.16895 -0.01 0.02 0.04
O -1.07064 -2.11797 0.13388 0.43 0.89 -0.12
H -1.63921 -0.19567 4.64136 -0.28 0.06 0.28
H -1.45354 6.06676 1.81160 0.03 0.03 0.02
H 0.83215 5.96940 0.94765 -0.01 0.00 0.02
I 3.48169 -6.32908 0.25820 0.16 0.19 -0.18
H -5.82039 1.65026 -2.77860 0.02 0.01 -0.03
O -0.45361 -3.34749 4.04731 -1.47 0.46 -0.73
C 4.66626 -4.15558 -5.19503 0.14 -0.20 0.03
H 4.85767 -3.93193 -3.06743 0.00 -0.03 0.02
H 3.97857 0.42633 4.50238 -0.20 0.18 0.19
H -1.12610 1.00287 2.10541 0.12 0.46 -0.16
C -0.77091 -0.94320 2.86226 -0.21 0.70 -0.04
H -3.48531 -3.62301 2.94179 -0.14 0.03 -0.31
H -0.08377 9.26110 -1.10294 0.00 -0.03 -0.05
C -1.18356 -0.00363 1.72941 -0.02 0.08 0.75
H -2.00822 7.82999 -0.62347 0.00 -0.02 -0.04
H -4.10498 -0.02684 -2.15375 -0.02 -0.01 0.03
O 3.10717 -3.02887 -3.71832 -0.08 -0.11 0.01
C 4.47020 -3.36781 -3.92110 -0.04 0.25 -0.05
H -4.08872 0.59068 -0.49427 -0.02 0.01 0.03
O 1.93034 -2.44967 1.21195 0.97 0.10 0.44
H -2.12462 3.36170 -1.28925 0.02 -0.02 -0.03
H -4.96903 3.84484 -2.07959 -0.01 0.00 -0.02
C -4.24911 0.86888 -1.54070 0.14 -0.03 -0.23
H 4.31853 -1.72676 0.53279 0.09 0.09 0.26
C 0.32640 8.45312 -0.48725 0.00 0.02 0.04
H 5.73813 -4.31124 -5.35239 0.00 0.03 -0.01
O -0.30614 -0.04074 0.60844 -0.22 -0.24 0.02
H 5.03149 -2.43105 -3.99366 0.02 -0.02 0.01
```
Forces are in eV/Å.

## Properties
LUMO, eV: -0.2
HOMO-LUMO gap, eV: 8.485

---

Entry 2:
# C20H48N8O2P3

A 3-piece molecular cluster, C20H48N8O2P3 overall in a non-equilibrium geometry (ωB97M-V/def2-TZVPD, the Open Molecules 2025 dataset).

```
81
Properties=species:S:1:pos:R:3:forces:R:3
H 4.74143 2.56150 1.16832 -0.12 -0.32 0.16
C -2.58202 -0.46544 3.35653 -1.00 -2.09 0.46
C -5.22125 -0.19873 -6.08428 -0.68 0.29 0.00
H -4.52626 0.04098 5.84414 1.83 1.48 -0.73
C -3.11042 -0.80220 -6.90685 0.62 0.15 -0.47
N -3.24962 0.65718 2.88881 0.16 -0.98 2.13
C 4.79241 1.70615 0.49713 0.08 0.72 0.07
N 5.12368 -1.16041 3.09263 0.25 -1.06 -0.26
H -3.12376 -1.78663 -6.43125 -0.11 -0.05 -0.22
H 1.38694 -3.11318 4.34436 -1.56 0.78 -0.03
H 0.34227 1.35710 -5.15802 -0.18 0.08 -0.07
H 5.48373 -3.17982 3.64907 0.08 0.19 -0.02
N -3.25204 1.23185 1.69568 3.20 -3.30 -1.50
H -5.37016 -1.13940 -5.54575 -0.11 -0.01 -0.17
N -4.36068 1.35284 -3.96499 -0.98 -0.18 0.57
P -3.07141 0.29936 -4.44726 0.45 8.87 0.68
H -2.64282 2.92800 -6.11321 -0.15 -0.25 0.07
H 3.88088 -2.88209 3.01978 -0.04 0.19 -0.05
C -1.53506 -0.68361 1.10747 -1.86 0.51 3.88
H -0.28917 0.09368 -4.12923 -0.20 0.01 0.01
P -0.64002 -2.81979 2.95686 1.42 -0.20 -1.44
C 6.54645 -0.89852 3.25112 0.33 0.29 -0.33
C 5.42180 -0.51653 0.09837 0.55 -0.56 0.04
C -0.46483 0.62574 -5.06426 0.08 -0.11 0.45
H 0.56827 -1.56103 4.83632 -0.48 -1.34 -0.35
C 5.04867 1.90392 3.86795 0.49 0.15 -0.51
H -3.85584 1.14375 3.57762 0.53 -0.47 -0.57
H 2.56747 1.31989 4.72466 -0.12 0.00 0.02
C 2.69055 1.80409 3.74851 -0.17 -0.28 -0.19
H 4.50252 -0.75850 -0.44220 0.14 0.07 -0.19
H 2.67273 2.88715 3.90320 0.29 -0.03 -0.07
H 3.82680 1.60876 -0.00836 0.11 0.10 -0.13
H -0.11422 -3.26647 5.36531 0.55 1.17 -0.76
N -1.77997 1.27450 -5.07629 1.02 -0.31 -0.46
H -4.03312 1.89744 -1.93475 -0.01 -0.01 0.11
C -2.40853 0.52640 0.85761 0.25 0.30 -1.33
H -3.71210 3.36374 -4.13724 0.04 0.06 -0.07
H -0.88584 -1.09880 0.28139 -0.92 0.53 1.16
H 5.21396 1.32303 4.78228 0.09 -0.02 0.02
H -2.54911 -2.01927 5.09277 1.46 2.12 -0.22
H -3.58384 -0.88095 -7.88844 -0.11 0.08 0.21
H 5.96447 1.94005 3.27568 0.01 -0.23 0.05
H -2.00652 -4.60867 1.93571 0.44 0.29 1.65
H 5.54886 1.97290 -0.24556 0.01 -0.39 -0.02
C -1.61471 -1.27881 2.50934 -2.02 3.42 -2.17
H -2.89671 -3.82238 3.32115 1.35 -1.06 -0.12
H 5.85014 -1.44814 0.46700 -0.11 0.02 0.23
H -1.50545 -5.05442 3.71927 -0.53 0.93 -0.94
C 4.92826 -2.60173 2.90590 -0.42 -0.09 0.18
H -5.46665 3.14181 -4.12366 0.05 -0.18 0.20
H 5.25106 -2.93210 1.91084 0.13 -0.16 0.03
H 4.87538 2.94375 4.16078 -0.26 -0.09 -0.03
H -5.57287 -0.32613 -7.11141 0.37 -0.11 -0.03
P 3.93203 -0.16434 2.31676 4.05 2.11 7.62
O -2.46153 0.29351 -3.03453 -0.19 -4.45 -0.65
N 3.93238 1.38699 3.09487 -0.70 0.83 -0.04
H -1.88424 1.73244 -7.16443 0.02 0.02 -0.13
C -1.87367 -4.24989 3.01344 -1.31 0.98 0.06
C 0.36147 -2.63725 4.54137 0.08 -0.61 0.81
C -1.82559 2.21759 -6.18377 -0.31 -0.03 -0.45
C -2.82006 -0.93486 4.84437 0.13 0.86 -0.45
H -2.07172 -0.53734 -7.10240 0.02 0.13 0.22
H -4.60099 2.72319 -5.55621 0.23 -0.03 0.02
H -5.73608 1.74313 -2.40086 0.05 0.10 -0.27
H 6.98272 -1.59150 3.97772 -0.31 -0.15 -0.10
H 6.15084 -0.11792 -0.61124 -0.15 0.14 0.15
H -4.77913 0.29913 -2.17280 0.15 0.14 -0.02
H 6.76249 0.08442 3.65686 -0.21 0.08 -0.20
O 2.79319 -0.69792 3.20375 -1.59 -0.95 -4.07
H -2.37082 0.94412 -0.21048 -0.13 -0.63 1.74
C -3.38477 -0.09603 5.87801 -0.59 -0.43 -1.60
H 1.82200 1.57171 3.12880 0.10 -0.11 0.14
H -2.78949 0.45517 6.66844 -0.89 -2.21 0.07
N -3.79454 0.21363 -6.06658 -0.52 -3.55 1.06
C -4.52395 2.70609 -4.46789 -0.25 -0.13 -0.61
N 5.16503 0.45005 1.19622 -2.78 -0.48 -2.42
C -4.73700 1.32293 -2.54981 0.14 -0.26 -0.06
H -0.92614 2.84170 -6.18994 0.09 -0.28 0.20
H -5.88081 0.55075 -5.65074 0.34 -0.01 0.18
H 7.11453 -1.01175 2.32103 0.11 -0.02 -0.05
H -0.35986 -0.09959 -5.88053 0.18 0.06 -0.11
```
Forces are in eV/Å.

## Properties
LUMO, eV: -5.3
Total charge: +1
HOMO-LUMO gap, eV: 4.813

---

Entry 3:
# C20H49N19O8

A 11-piece molecular cluster, C20H49N19O8 overall in a non-equilibrium geometry (ωB97M-V/def2-TZVPD, the Open Molecules 2025 dataset).

```
96
Properties=species:S:1:pos:R:3:forces:R:3
H -1.65533 0.21914 -2.12975 -0.66 0.07 -0.03
C 0.95994 -2.82438 2.60137 1.08 0.46 0.20
H -5.76349 0.36146 -2.45478 0.50 -0.47 0.31
C 4.72509 0.83714 -2.81131 -1.52 -0.53 -1.42
H 1.39935 -0.27754 -4.36528 0.12 -0.71 -0.81
H 3.51769 -0.61981 3.38350 -0.22 0.07 0.25
C -3.37173 4.16252 -0.59575 0.49 -0.35 0.83
H -3.83830 5.27117 -2.15012 0.65 0.35 -0.14
H 1.28459 1.85628 3.95868 -0.12 0.45 0.32
H 0.07835 -4.37896 0.54383 -0.84 -0.46 0.59
O 1.29406 -3.30605 -4.92371 0.11 -2.65 -0.71
N -3.16335 5.17817 -1.40456 -0.32 1.70 -2.00
H -1.34259 2.01379 5.20835 -0.17 0.78 -0.14
H 3.49588 -2.34753 3.75410 0.09 0.11 0.06
H 3.29816 1.91307 -3.98344 0.39 0.01 0.09
H 4.78703 -1.65848 1.56785 0.05 -0.15 0.36
N -0.28275 -5.00744 -0.15952 -2.51 1.12 5.70
N 0.14129 0.96786 -3.40658 5.16 -0.53 0.17
H -2.05941 5.04539 0.57598 0.06 -0.68 0.98
O -2.55987 -1.70415 1.56185 1.01 0.43 0.33
C 0.94631 1.62744 -0.32781 -0.62 -0.05 0.53
H 0.51884 -5.78281 -3.00860 0.08 0.43 0.15
H -1.79662 3.49392 4.45821 -0.08 -0.32 -0.34
H 4.80896 -0.06105 -3.40511 -0.10 0.16 -0.06
H -3.27797 -0.50085 0.63233 -0.31 -0.64 -0.52
N 1.15842 -2.07545 -3.08253 -1.30 -0.65 7.69
H 1.19115 -0.82339 2.40549 0.10 0.44 0.19
H -5.01077 -2.36512 1.36602 0.23 -0.21 -0.35
H 3.41290 3.80189 -2.27419 0.14 -0.12 0.05
N 0.02317 -5.69632 -2.13286 -0.63 -2.56 -4.60
N 1.50828 2.78480 4.28717 -3.06 -2.46 4.87
C 1.61918 -1.57070 3.07364 -0.70 -0.96 -0.28
O 1.41844 -4.18835 -1.26478 1.20 1.16 0.01
H 1.24760 -1.47949 4.09429 -0.03 0.46 0.05
C 0.90675 -0.66734 -0.33777 -1.69 0.17 1.78
N 0.49411 -3.81184 2.24968 0.25 0.26 0.60
C -0.26220 1.17911 0.10474 -2.19 1.06 0.87
H -0.98785 -0.74827 0.59827 -0.54 0.14 -0.25
C -3.02194 -2.83942 1.65192 -3.08 1.29 0.59
H -1.43445 -3.86288 2.41526 -0.02 0.21 -0.52
H 5.77158 0.44953 -0.94018 0.27 -0.13 -0.41
H 1.08297 -2.91289 -2.52297 0.16 0.19 0.75
O -1.42492 1.78561 -4.79227 0.33 -0.20 -0.11
N -4.35940 -3.10050 1.60063 -0.42 0.51 -0.37
N -5.03282 0.53205 -1.77866 -1.13 3.65 -2.04
H 3.26335 -1.42662 0.79802 -0.40 -0.02 0.34
C -4.45244 -0.35611 -1.03398 -0.99 -4.29 -0.73
H -1.19731 1.67239 0.32526 0.22 0.40 0.14
C 1.66388 0.43810 -0.50300 3.30 0.08 -1.54
C 1.37556 -2.28864 -4.28719 0.00 0.06 -4.58
H -2.32239 5.72486 -1.28615 -0.57 0.13 -0.61
N -1.77349 2.48472 4.42562 1.27 3.40 2.19
H 0.42411 1.05287 -2.44072 0.11 -0.04 -0.02
H 1.79829 -1.18720 -5.85540 -0.21 0.55 0.21
H 1.22444 2.65646 -0.50145 0.16 -0.23 0.05
H -1.14069 -5.52628 -0.03768 0.49 0.25 -0.22
N 3.89468 1.87920 -3.16912 0.34 0.85 0.66
H -2.68088 -4.80766 1.71869 -0.06 0.26 0.33
C -1.07508 1.24418 -3.74071 -1.80 1.82 -2.81
H 0.83159 1.17457 -4.11428 -0.25 0.67 0.38
C 0.42263 -4.88693 -1.19787 1.76 -0.63 -2.41
H 2.05274 2.05534 2.33907 0.19 0.55 -0.78
N -2.35441 -3.89407 1.99954 2.28 -3.25 0.65
N -0.28647 -0.15701 0.17568 0.60 -1.52 -0.92
C 2.06713 3.66402 3.52419 3.16 2.73 0.84
O -4.17255 3.28127 -0.75824 -1.91 -1.70 -0.82
C 3.14818 -1.59007 3.05164 0.22 0.43 -0.75
N 1.59562 -1.13157 -4.86750 1.71 3.04 -3.39
H -2.84342 1.10626 -3.14944 -0.35 -0.57 0.89
H -2.76248 3.43349 1.11183 0.58 0.35 0.80
H 2.71314 0.45475 -0.75832 0.08 -0.23 -0.39
N -3.67797 0.08724 -0.08477 2.27 1.99 2.73
N 2.33174 3.02314 2.41405 1.16 -0.07 -4.29
C 4.81659 2.33451 -1.20296 -2.23 4.13 0.17
H -4.66935 1.47076 -1.69610 -0.55 0.36 0.00
N -1.91190 0.92753 -2.80240 -2.87 -0.34 1.68
H 2.68961 3.52431 1.61352 -0.04 -0.37 0.11
C 3.72904 -1.90385 1.66027 -0.03 -0.62 0.47
H 3.60486 -2.98594 1.61849 0.23 -0.06 -0.85
O -4.64040 -1.56890 -1.24479 0.13 -0.18 0.56
H -3.66805 1.04560 0.23392 -0.43 0.26 -0.55
H -4.72222 -3.97826 1.94416 0.11 0.38 -0.15
H -2.27182 -0.27374 3.24655 0.06 -0.10 -0.03
H 1.43469 -1.19186 -2.67876 -0.21 -0.57 0.24
H -0.85804 -6.18984 -2.12887 0.25 0.29 0.30
H -1.47468 0.36558 4.67316 -0.36 -0.64 -0.52
N -2.58919 4.19228 0.46817 1.09 0.10 0.94
H 1.33065 2.99563 5.25882 0.11 -0.01 -0.27
N -2.02092 0.50743 3.83555 0.72 -5.20 0.13
O 2.51287 4.76305 3.90026 -1.30 -0.81 -0.87
H 0.97716 -1.73975 -0.44438 0.63 0.07 0.07
H 5.05689 2.89121 -0.30923 0.15 -0.25 0.09
C -2.20322 1.72352 3.43808 -1.18 1.26 0.16
C 5.21103 1.10446 -1.59076 1.79 -2.14 1.07
C 3.96093 2.87602 -2.18026 0.71 -2.01 -0.22
O -2.80634 2.06026 2.44915 -0.36 0.63 -1.66
```
Forces are in eV/Å.

## Properties
LUMO, eV: -0.4
HOMO-LUMO gap, eV: 8.148
SMILES string: c1cc[nH]c1.c1cc[nH]c1.NC(N)=O.NC(N)=O.NC(N)=O.NC(N)=O.NC(N)=O.NC(N)=O.NC(N)=O.NC(N)=O.CCCC#N